26
Properties=species:S:1:pos:R:3:forces:R:3 method="wB97M-V/def2-TZVPD" total_energy_ha=-423.78673 total_charge=0 orbital_gap_ev=8.499 homo_energy_ev=-7.6 largest_force_ev_per_a=5.983 de_lowest_kcal_mol=95.9
C 0.71073 -1.34494 -1.31126 0.4 0.8 1.5
C 1.17003 0.13084 -1.35432 0.7 -0.8 -0.7
C -0.07622 -1.47038 -0.02821 -1.3 -1.9 1.3
C -1.02636 -0.20210 0.15174 5.2 -0.4 -0.9
C 0.76480 0.66620 0.03898 -3.9 0.2 -0.8
C -1.53874 -0.07786 1.51469 1.2 5.2 2.7
C -2.00733 0.16655 -0.95317 2.4 0.9 3.3
C 1.00194 2.14607 0.15828 -0.5 0.1 1.2
N 0.94194 -1.42689 1.02790 -0.2 -0.3 2.4
N 1.23378 -0.01600 1.19220 -0.6 -0.4 -0.2
H 0.17076 -1.74394 -2.11166 -0.7 -0.3 -1.6
H 1.55975 -1.93770 -1.08087 0.8 -0.9 -0.5
H 2.26904 0.16500 -1.39943 0.0 -0.1 0.0
H 0.90121 0.59392 -2.36017 -0.4 0.2 1.8
H -0.40101 -2.58087 0.17305 -0.5 2.0 -0.9
H -2.38507 -0.64059 1.69202 -1.5 -1.9 0.8
H -2.00541 0.99371 1.63942 0.6 -1.4 -0.6
H -0.78095 0.06421 2.42966 -1.4 -1.3 -2.2
H -2.23735 1.18291 -0.75898 -0.5 1.1 -0.2
H -2.81028 -0.40641 -0.69092 -2.6 -1.6 -0.4
H -1.55856 0.05028 -1.86277 0.6 -0.6 -2.6
H 0.68739 2.54964 1.20594 0.4 -0.5 -2.1
H 0.53627 2.64242 -0.72353 0.4 0.1 0.9
H 2.10398 2.19434 0.09594 -0.3 0.7 -0.1
H 0.57407 -1.80196 1.98783 0.5 1.2 -2.4
H 2.20161 0.10352 1.32764 1.5 0.0 0.1

26
Properties=species:S:1:pos:R:3:forces:R:3 method="wB97M-V/def2-TZVPD" total_energy_ha=-423.77076 total_charge=0 orbital_gap_ev=8.728 homo_energy_ev=-8.0 largest_force_ev_per_a=2.437 de_lowest_kcal_mol=106.0
C -1.79425 -0.81246 0.09076 -0.3 0.0 0.1
C 2.45677 0.36025 -0.42402 0.0 0.4 -1.3
C -0.90506 -1.01864 1.32485 -0.3 0.3 0.1
C 0.16327 0.02622 1.00851 -0.8 -0.3 -0.7
C -2.93339 0.19058 0.34762 0.1 -0.1 0.0
C 2.96092 1.38248 0.53867 -0.2 0.1 0.1
C 2.17792 0.66068 -1.74690 1.4 -0.3 0.9
N -2.23105 -2.06370 -0.52744 0.0 0.1 0.0
C -0.72000 -0.15143 -0.73463 1.5 0.2 1.9
N -0.48088 0.18838 -1.86110 1.7 0.6 -1.0
H 2.52029 -0.67675 -0.12283 -0.1 0.0 0.0
H -2.64463 -1.88129 -1.43598 0.0 0.0 0.1
H -2.93527 -2.50398 0.05584 0.0 0.0 -0.1
H -0.47644 -2.02077 1.29138 0.0 0.0 0.0
H -1.41252 -0.88406 2.28562 -0.1 -0.1 0.0
H 1.08644 -0.18768 1.53613 0.3 -0.1 -0.5
H -0.09549 1.04595 1.28809 -0.3 0.1 0.0
H -3.42133 0.45798 -0.59114 0.0 0.0 0.0
H -2.56468 1.10635 0.81417 0.0 0.0 0.0
H -3.66623 -0.26662 1.01674 0.0 0.0 0.0
H 0.76249 0.56836 -1.91147 -2.2 -0.6 0.3
H 4.05661 1.35805 0.54120 -0.1 0.0 -0.1
H 2.64732 1.18351 1.56260 -0.1 0.0 0.0
H 2.64977 2.39087 0.25512 0.0 -0.1 0.0
H 2.35411 -0.10263 -2.49936 -0.4 -0.2 0.1
H 2.44531 1.65036 -2.10242 -0.3 0.2 0.1

26
Properties=species:S:1:pos:R:3:forces:R:3 method="wB97M-V/def2-TZVPD" total_energy_ha=-423.92162 total_charge=0 orbital_gap_ev=9.559 homo_energy_ev=-8.6 largest_force_ev_per_a=1.347 smiles=CCc1c[nH]cn1.CCC de_lowest_kcal_mol=11.3
C -0.65263 1.41501 -1.18294 0.1 -1.0 0.1
C -0.38222 -0.05055 -1.60856 -0.3 0.5 -0.1
C -1.53921 -0.94646 -1.30607 -0.2 0.0 -0.4
C -2.21183 -1.81746 -2.10463 0.3 -0.3 -0.1
N -3.16939 -2.41444 -1.30994 0.3 -0.3 0.1
C -3.00774 -1.89170 -0.06616 -0.3 0.0 0.0
N -2.07272 -0.98931 -0.03425 0.2 0.2 0.2
H -1.34760 1.35103 -0.34928 0.0 0.4 0.1
H -1.07106 2.04259 -1.96901 0.0 -0.1 0.0
H 0.30024 1.79605 -0.84383 0.0 0.6 0.1
H -0.05701 -0.07366 -2.65116 -0.3 -0.3 0.0
H 0.44537 -0.44587 -1.03036 0.3 0.1 0.2
H -2.02710 -2.11913 -3.11974 -0.1 0.0 -0.1
H -3.59823 -3.30745 -1.48726 -0.2 0.2 -0.2
H -3.64500 -2.17555 0.75624 0.1 0.0 0.0
C 1.26317 0.94884 2.53887 -1.1 -0.8 -0.1
C 2.69316 0.78226 2.01511 -0.7 0.6 0.4
C 2.76855 0.87055 0.48907 0.6 0.2 0.9
H 0.51755 0.62004 1.79896 0.2 0.1 -0.1
H 0.98662 0.33614 3.40286 0.5 0.1 0.1
H 0.99098 1.96882 2.80548 0.2 0.2 -0.1
H 3.25953 1.58738 2.48327 0.4 -0.1 -0.1
H 3.12155 -0.16400 2.33690 0.1 0.0 0.1
H 2.03635 1.55460 0.07539 -0.1 0.0 0.0
H 3.75576 1.25652 0.25315 0.2 -0.2 -0.5
H 2.64289 -0.13428 0.10790 -0.1 0.0 -0.5

26
Properties=species:S:1:pos:R:3:forces:R:3 method="wB97M-V/def2-TZVPD" total_energy_ha=-423.61158 total_charge=+1 orbital_gap_ev="10.203 / 6.560" homo_energy_ev="-14.2 / -14.2" largest_force_ev_per_a=1.646 multiplicity=2 de_lowest_kcal_mol=10.7
C 1.58574 0.91012 -2.36635 -0.4 -0.8 1.2
C 0.38744 1.81087 -2.16975 -1.1 0.7 0.7
C 1.32999 -0.18355 -3.38837 1.2 -0.5 -0.7
H 2.50796 1.46704 -2.48348 0.1 0.0 -0.6
H 1.76617 0.36258 -1.42268 -0.1 0.2 0.1
H -0.53933 1.27015 -2.36517 -0.1 -0.1 -0.2
H 2.18397 -0.87259 -3.46350 0.1 0.3 0.0
H 0.32375 2.74406 -2.73378 0.4 -0.3 -0.5
H 0.24192 2.17669 -1.14349 0.4 -0.2 0.0
H 0.51586 -0.87996 -3.17093 -0.4 0.6 0.2
H 1.21635 0.22226 -4.38703 -0.3 0.0 -0.2
C -0.54305 0.87783 2.51476 0.1 0.1 -0.3
C 0.48282 1.83851 1.81919 0.1 -1.1 0.6
C -0.69449 -0.34351 1.70922 -0.4 0.6 -0.1
C 0.32862 -1.18947 1.14529 0.7 -0.3 0.3
C -1.66440 -1.69820 0.39451 1.3 -0.7 -0.8
N -1.88893 -0.68873 1.17425 -0.3 -0.2 0.2
N -0.29330 -2.08012 0.40052 -0.9 0.7 -0.9
H -0.19497 0.64348 3.51889 0.0 -0.1 0.1
H -1.53390 1.31708 2.58187 0.0 0.0 0.2
H 0.86234 1.34768 0.92665 0.0 0.4 -0.4
H 1.40675 -1.17468 1.22090 -0.1 0.2 0.2
H -2.25142 -2.22203 -0.35084 -0.7 0.3 0.5
H 0.09937 -2.52192 -0.42403 0.3 -0.5 0.4
H 1.33773 1.93625 2.47989 0.0 0.4 0.0
H 0.02971 2.78766 1.58329 0.0 0.2 -0.1

27
Properties=species:S:1:pos:R:3:forces:R:3 method="wB97M-V/def2-TZVPD" total_energy_ha=-498.96958 total_charge=0 orbital_gap_ev=5.798 homo_energy_ev=-6.0 largest_force_ev_per_a=4.238 de_lowest_kcal_mol=135.8
C -1.13004 -0.92519 0.77455 -0.5 0.8 2.9
C -0.51073 -0.30528 -0.37374 -0.6 -1.1 -2.9
C 1.71105 0.50226 0.45180 3.3 -0.9 -1.9
C -2.61421 -1.10093 0.91861 0.0 -1.5 -2.3
C -0.54404 -1.32184 -1.52617 -0.6 -0.4 -2.9
C -1.24599 0.92134 -0.85695 -0.7 0.6 -1.2
C 1.57861 0.84948 1.88017 0.2 -1.5 0.2
C 3.13057 0.55866 -0.21294 1.2 0.6 1.4
N 0.92293 -0.06171 -0.39967 -1.0 1.8 3.7
N -0.26526 -1.31717 1.64680 1.4 -0.9 0.2
O -0.51428 -1.98707 2.70983 -0.8 0.3 0.0
H -2.64041 -2.00026 1.53573 -0.5 -0.3 -0.2
H -3.07225 -1.24730 -0.12766 0.5 -0.4 1.4
H -3.29923 -0.40971 1.36113 0.2 1.1 0.7
H -1.27881 -0.98039 -2.28821 -0.2 -0.9 0.7
H -0.66711 -2.37420 -1.27979 -0.2 0.2 0.3
H 0.35642 -1.29512 -2.19845 -0.4 -0.1 0.6
H -2.25731 0.94106 -0.44731 0.0 -0.4 -0.3
H -1.34148 0.89824 -2.01378 0.5 0.9 2.0
H -0.80057 1.78222 -0.37048 0.3 0.6 -0.6
H 0.94102 1.66064 2.05236 -1.1 1.4 0.0
H 2.53933 1.05196 2.36455 -0.1 -0.1 -0.4
H 1.03652 0.00794 2.38216 0.4 0.2 -0.5
H 3.21663 0.28838 -1.25899 -0.7 0.3 -0.3
H 3.85248 -0.15253 0.22429 -0.8 -0.2 0.5
H 3.72558 1.48823 -0.03603 -1.1 -0.2 -0.2
H 1.22423 -0.26114 -1.30977 1.2 0.0 -1.0

29
Properties=species:S:1:pos:R:3:forces:R:3 method="wB97M-V/def2-TZVPD" total_energy_ha=-649.28854 total_charge=0 orbital_gap_ev=9.506 homo_energy_ev=-9.3 largest_force_ev_per_a=7.757 de_lowest_kcal_mol=270.1
C 0.18183 -0.11185 0.54501 -3.2 -0.7 0.8
C 0.61769 1.39514 0.40513 1.5 -1.6 -1.1
C -1.36228 -0.28745 0.74455 3.6 1.3 0.5
C -1.96269 0.16040 -0.47869 -7.2 -2.6 -1.0
C -2.26915 -0.99940 -1.51485 0.0 0.3 -1.0
C -3.58795 0.47280 -0.07832 2.1 2.7 2.5
C 2.60653 -0.06254 -0.19840 -2.3 -1.0 -1.7
C 4.06457 -0.22340 -0.37240 1.1 -2.0 2.4
H 0.58971 -0.23988 2.42357 -0.3 -0.6 1.3
H -0.09392 -1.71830 1.70834 2.3 1.9 1.2
H 0.53450 -0.56326 -0.41821 -1.2 0.3 1.0
H -1.56777 0.48765 1.51602 -0.3 -1.1 0.2
H -1.32451 -1.37135 1.07367 -2.2 1.5 -0.9
H -1.59464 1.04748 -0.94871 0.6 0.3 -0.1
H -2.25864 -0.22763 -2.55975 -0.1 -3.5 2.3
H -3.87512 -1.51020 -1.30679 4.6 0.9 -0.7
H -1.22521 -2.18608 -1.32095 -3.1 3.4 -1.1
H -3.73617 1.68911 0.11955 0.7 -3.0 0.8
H -3.92368 -0.29450 0.79294 0.6 2.2 -2.3
H -4.16606 0.52038 -0.93953 -1.2 -1.1 -1.6
H 2.46963 2.15451 -0.20970 -2.3 -3.3 -0.8
H 1.98348 -0.92682 -0.65237 1.9 1.3 -0.2
H 2.53736 -0.45019 0.75884 -0.2 -0.4 2.3
H 5.57172 0.76080 -0.44786 -0.6 1.3 -0.8
N 0.63720 -0.92345 1.69392 0.9 -0.6 -1.1
N 1.80437 1.20200 -0.31290 4.2 4.4 0.7
O 0.10911 2.49210 0.58592 0.3 -1.9 0.3
O 4.58663 -1.32391 0.13369 -1.5 6.5 -3.6
O 4.65345 1.03782 -0.74174 1.4 -4.7 1.6

29
Properties=species:S:1:pos:R:3:forces:R:3 method="wB97M-V/def2-TZVPD" total_energy_ha=-649.54315 total_charge=0 orbital_gap_ev=7.934 homo_energy_ev=-7.2 largest_force_ev_per_a=5.796 smiles="C=C(N)[C@H](O)CCCC(N)=C(O)O" de_lowest_kcal_mol=110.3
C 0.30826 2.57078 0.85733 -1.2 -2.1 -2.7
C -0.41684 1.54583 1.31500 -1.2 -0.9 1.4
N -0.43687 1.39776 2.69715 0.3 1.7 -2.4
C -1.59991 0.70215 0.69702 1.7 2.7 0.7
O -1.75934 -0.52609 1.32218 -2.0 0.7 0.7
C -1.68198 0.76771 -0.83962 0.6 1.7 1.0
C -1.04792 -0.24924 -1.74795 0.8 -3.7 4.4
C 0.48079 -0.46245 -1.85850 -1.0 1.8 -0.1
C 1.00857 -1.48620 -0.89814 1.4 0.9 1.1
N 0.86290 -2.84787 -1.26101 -2.2 -1.8 -0.7
C 1.86700 -1.17626 0.11905 -1.5 0.6 -1.3
O 2.47147 -2.16810 0.85458 -1.6 0.3 -0.9
O 2.20921 0.12220 0.46345 -0.9 -0.2 -0.5
H 0.86302 3.07771 1.55137 1.5 1.5 1.2
H 0.42968 2.69386 -0.20732 -0.1 0.6 0.0
H -0.77461 0.62539 3.13912 -0.9 -2.3 1.2
H 0.20435 1.99145 3.12758 0.9 0.5 1.3
H -2.35335 1.37622 1.21508 0.0 -1.0 -1.2
H -1.10006 -1.15188 1.14501 1.9 -1.2 -0.8
H -1.12245 1.73192 -1.24532 -1.9 -1.2 1.2
H -2.78917 0.73732 -0.95723 0.8 0.5 -0.9
H -1.36548 -1.32394 -1.40724 -0.3 1.8 -1.1
H -1.48876 0.09723 -2.58113 -1.1 0.0 -3.8
H 0.51470 -0.92604 -2.81408 0.6 -0.5 -1.1
H 0.98357 0.55597 -2.00851 -0.1 -1.5 0.7
H 1.12082 -3.40769 -0.45232 0.0 -0.2 -0.4
H -0.10783 -3.25577 -1.62550 2.6 1.8 1.2
H 3.23292 -1.78919 1.23840 1.5 0.6 0.9
H 1.48732 0.77721 0.16153 1.4 -1.3 0.8

29
Properties=species:S:1:pos:R:3:forces:R:3 method="wB97M-V/def2-TZVPD" total_energy_ha=-649.52189 total_charge=0 orbital_gap_ev=7.680 homo_energy_ev=-7.3 largest_force_ev_per_a=6.715 de_lowest_kcal_mol=123.6
C 2.60357 0.03953 -0.02639 1.6 0.0 -0.7
C 1.06488 -0.41895 -0.04932 3.9 1.1 0.2
C 3.72080 -1.03257 -0.67099 -3.0 2.8 -3.6
C -1.05206 0.12672 0.73485 -4.8 -4.7 0.5
C -1.55953 -2.08110 0.55575 2.3 5.5 -1.5
C -1.83520 0.69560 -0.40641 0.1 -0.3 -0.1
C -3.30307 0.17166 -0.39893 1.1 1.0 -0.8
C -1.92508 2.24653 -0.35422 -2.5 -2.0 1.4
H 3.80442 1.28380 1.27680 -0.1 -0.1 -0.6
H 3.25084 -0.11317 2.00155 0.1 0.0 -0.5
H 2.45862 1.00901 -0.60599 0.7 -1.4 -0.1
H 3.26175 -1.39986 -1.62692 0.0 0.2 0.6
H 3.73514 -1.93934 -0.12519 1.0 -0.4 1.1
H 4.60376 -0.47493 -1.16725 -0.9 -1.1 2.0
H 0.54677 0.68731 1.52309 3.0 3.0 3.7
H -1.43634 0.19210 1.75225 -0.8 0.4 -0.3
H -1.36892 0.26953 -1.30860 0.0 0.8 0.0
H -3.43691 -0.78557 -0.94904 0.1 0.4 1.1
H -3.64093 0.30716 0.62932 -0.5 -0.8 -0.2
H -3.77559 0.92777 -1.01982 -0.7 -0.1 0.0
H -1.03167 2.74913 -0.27759 2.1 1.2 -0.3
H -2.58483 2.53657 -1.14360 0.1 0.7 -0.8
H -2.51343 2.49991 0.57225 0.5 -0.2 -0.6
H -0.19737 -2.21674 -0.72506 0.1 0.9 -0.4
N 3.15400 0.52079 1.21552 -1.3 -0.1 1.6
N 0.27295 0.11943 0.85342 1.6 -1.7 -3.7
O 0.70325 -1.09313 -1.00037 0.4 -0.3 -0.6
O -2.42148 -2.25948 1.28829 -2.5 -2.2 1.9
O -1.09835 -2.56768 -0.54736 -1.4 -2.4 0.6